# 1
{"formula": "C4H6N2O2", "method": "ωB97M-V/def2-TZVPD", "total_energy_ha": -415.9751, "e_lumo_ev": 0.316, "relative_energy_kcal_mol": 41.1, "smiles": "Cc1[nH]c(=O)[nH]c1O", "gap_ev": 7.93, "largest_force_ha_per_bohr": 0.080, "symbols": ["C", "C", "N", "C", "O", "N", "C", "O", "H", "H", "H", "H", "H", "H"], "xyz": [[-1.523, -1.389, -0.121], [-0.349, -0.368, 0.006], [0.956, -0.929, 0.013], [1.944, 0.113, -0.121], [3.142, 0.041, -0.042], [1.145, 1.262, -0.185], [-0.223, 0.983, 0.033], [-1.307, 1.818, -0.041], [-1.292, -2.106, -0.983], [-2.456, -0.684, -0.369], [-1.693, -1.811, 0.926], [1.166, -1.933, 0.482], [1.664, 2.149, 0.213], [-1.173, 2.855, 0.188]], "forces_ev_per_angstrom": [[-0.6442, 2.8382, 0.1651], [-0.2410, -1.2182, 0.5134], [1.6560, -1.6355, 0.5339], [-2.3344, -1.5479, 1.3301], [0.1926, 0.0698, -0.2468], [1.6334, 3.3659, 1.1853], [-0.2934, -1.5218, -0.3942], [0.6782, 3.6949, 0.3974], [-0.5462, 0.8428, 1.5661], [1.7888, -1.9530, 0.4104], [0.0969, -0.0522, -1.7202], [-0.4906, 3.5267, -1.7722], [-1.6265, -2.3879, -1.2331], [0.1305, -4.0217, -0.7353]]}

# 2
{"formula": "C4H10N2O2", "method": "ωB97M-V/def2-TZVPD", "total_energy_ha": -418.4095, "e_lumo_ev": 0.559, "relative_energy_kcal_mol": 32.3, "smiles": "C/C=C/O.NC(N)=O", "gap_ev": 9.32, "largest_force_ha_per_bohr": 0.005, "symbols": ["C", "C", "C", "O", "H", "H", "H", "H", "H", "H", "N", "C", "N", "O", "H", "H", "H", "H"], "xyz": [[-1.476, 0.152, 2.051], [-2.085, -0.713, 0.990], [-2.273, -0.350, -0.266], [-2.917, -1.188, -1.148], [-1.061, -0.461, 2.845], [-0.657, 0.743, 1.633], [-2.197, 0.834, 2.502], [-2.439, -1.708, 1.231], [-1.970, 0.610, -0.667], [-2.673, -0.968, -2.052], [0.976, 0.338, -0.939], [2.171, 0.447, -0.239], [3.134, 1.213, -0.872], [2.346, -0.081, 0.836], [0.412, -0.421, -0.577], [1.045, 0.336, -1.947], [2.801, 1.992, -1.419], [3.905, 1.435, -0.261]], "forces_ev_per_angstrom": [[0.2037, -0.0004, -0.1904], [-0.1668, -0.0435, -0.0741], [0.0139, -0.0646, -0.1799], [0.0329, -0.0199, -0.1577], [0.0786, -0.0181, 0.0801], [-0.0598, 0.0581, 0.0971], [-0.0699, -0.0070, 0.0111], [-0.0084, -0.0676, 0.2291], [0.0537, 0.1082, 0.0148], [-0.0728, 0.0524, 0.1311], [0.1263, -0.2010, -0.0270], [-0.1678, 0.0453, -0.1455], [-0.0267, 0.0948, 0.0645], [0.0709, -0.0568, 0.1053], [-0.0782, 0.1277, 0.0070], [0.0455, 0.0538, 0.1006], [0.0428, -0.0744, -0.0192], [-0.0182, 0.0130, -0.0470]]}

# 3
{"formula": "C5H13BrOSi", "method": "ωB97M-V/def2-TZVPD", "total_energy_ha": -3136.9911, "e_lumo_ev": 0.153, "relative_energy_kcal_mol": 0.0, "gap_ev": 8.49, "largest_force_ha_per_bohr": 0.089, "symbols": ["C", "C", "C", "C", "C", "O", "Si", "Br", "H", "H", "H", "H", "H", "H", "H", "H", "H", "H", "H", "H", "H"], "xyz": [[0.479, 1.741, -1.435], [-3.020, -2.228, 1.195], [-0.515, 2.174, -0.422], [-2.728, -1.051, 0.183], [4.439, -0.587, 0.376], [-1.384, 1.086, -0.099], [-0.967, -0.407, 0.458], [5.808, 0.628, 0.975], [1.310, 1.220, -0.990], [-0.035, 1.245, -2.294], [1.028, 2.644, -2.058], [-2.279, -2.973, 1.099], [-3.196, -1.773, 2.182], [-3.910, -2.857, 1.045], [-1.301, 2.943, -0.745], [-0.037, 2.545, 0.419], [-3.612, -0.437, 0.310], [-2.711, -1.320, -0.875], [4.940, -1.559, 0.435], [4.201, -0.405, -0.681], [3.493, -0.629, 0.923]], "forces_ev_per_angstrom": [[1.1405, 2.6111, -3.5891], [-1.1477, 0.6480, -0.9465], [-2.8387, 0.5344, -1.4918], [-0.7583, -1.5413, 1.4175], [-0.0342, -1.0904, -0.8615], [0.5042, 0.1632, 0.1685], [-0.6680, 0.2016, -0.0180], [-0.3639, 0.3022, 0.1440], [0.0314, -0.6999, -0.0257], [0.5506, -0.2618, 0.9333], [-1.4012, -1.7299, 1.9125], [1.4326, -0.6641, 0.7855], [0.7296, -0.4785, -0.1040], [-0.2707, 0.6552, -0.5154], [1.6421, -0.6083, -0.0067], [0.8431, 0.6908, 1.8640], [0.3169, 0.9890, -0.2219], [-0.0771, -0.5086, -0.1599], [-0.3940, 0.1224, -0.0113], [0.2505, 0.1881, 0.3894], [0.5122, 0.4769, 0.3372]]}

# 4
{"formula": "C5H8O", "method": "ωB97M-V/def2-TZVPD", "total_energy_ha": -270.4356, "e_lumo_ev": 0.469, "relative_energy_kcal_mol": 76.7, "gap_ev": 9.20, "largest_force_ha_per_bohr": 0.051, "symbols": ["C", "C", "C", "C", "C", "O", "H", "H", "H", "H", "H", "H", "H", "H"], "xyz": [[1.167, 0.400, -0.655], [0.263, 0.915, 0.700], [-1.124, 0.443, 0.194], [-0.774, -1.010, -0.209], [0.717, -0.891, -0.120], [0.751, 0.040, 1.620], [0.681, 0.781, -1.559], [2.255, 0.538, -0.660], [0.300, 1.989, 0.948], [-1.901, 0.486, 0.962], [-1.437, 1.056, -0.656], [-1.118, -1.760, 0.502], [-1.147, -1.277, -1.208], [1.368, -1.709, 0.141]], "forces_ev_per_angstrom": [[-0.6719, 1.4210, 1.3568], [0.4615, 0.8697, -2.2410], [-0.0853, 0.2833, 0.0262], [0.0234, -0.0480, 0.2714], [-0.1547, 0.0996, 2.2186], [0.3098, -1.9117, -1.7775], [0.2178, -0.4865, -0.0979], [-0.4800, 0.2309, 0.3085], [0.0123, -0.2308, 0.1465], [0.2123, 0.0492, -0.0325], [-0.1005, -0.1257, 0.0621], [-0.1376, 0.0942, -0.0638], [0.3285, 0.0474, 0.1665], [0.0643, -0.2925, -0.3440]]}

# 5
{"formula": "C11H21Ba2N2O", "method": "ωB97M-V/def2-TZVPD", "total_energy_ha": -666.4971, "e_lumo_ev": -11.644, "total_charge": 3, "gap_ev": 6.33, "largest_force_ha_per_bohr": 0.057, "symbols": ["Ba", "Ba", "C", "C", "C", "O", "H", "H", "H", "H", "H", "H", "H", "C", "C", "C", "C", "N", "H", "H", "H", "H", "H", "H", "H", "C", "C", "C", "C", "N", "H", "H", "H", "H", "H", "H", "H"], "xyz": [[-1.417, -4.769, -1.089], [2.556, -4.884, 1.126], [-0.578, -1.501, 0.111], [-0.037, -2.286, 1.303], [-1.004, -2.128, 2.470], [0.122, -3.657, 0.940], [0.124, -1.505, -0.735], [-0.712, -0.454, 0.378], [-1.560, -1.852, -0.242], [0.911, -1.806, 1.599], [-1.102, -1.068, 2.704], [-0.649, -2.587, 3.394], [-1.986, -2.524, 2.205], [-2.073, 1.762, -1.321], [-1.366, 1.463, -2.634], [-2.202, 0.535, -3.531], [-2.589, -0.730, -2.894], [-2.956, -1.725, -2.473], [-3.048, 2.208, -1.523], [-1.502, 2.521, -0.782], [-2.184, 0.928, -0.627], [-0.389, 0.994, -2.521], [-1.306, 2.425, -3.137], [-1.778, 0.327, -4.512], [-3.192, 0.982, -3.707], [2.169, 2.932, 1.531], [2.472, 1.579, 2.164], [2.982, 0.539, 1.138], [2.366, 0.587, -0.190], [1.885, 0.625, -1.222], [1.386, 2.807, 0.784], [3.053, 3.344, 1.030], [1.929, 3.708, 2.253], [1.531, 1.229, 2.594], [3.261, 1.691, 2.904], [2.844, -0.467, 1.533], [4.041, 0.760, 0.979]], "forces_ev_per_angstrom": [[-0.6330, 1.7711, 0.4539], [-0.8663, 1.0872, 0.5721], [0.5028, -0.0436, -0.2289], [-0.9664, 0.7599, -0.1102], [0.3648, 0.0289, 0.1880], [1.4302, -2.3014, -1.1558], [-0.0673, -0.0212, 0.0653], [-0.0603, 0.0075, -0.0744], [-0.0228, -0.0516, 0.2293], [0.1824, -0.3476, -0.0953], [-0.1622, 0.0147, -0.0986], [-0.0351, -0.2511, -0.1261], [-0.0377, 0.0022, 0.0928], [0.3709, 0.4304, 0.2994], [-0.5555, -0.5233, -0.0926], [-1.0912, 0.1793, 0.2715], [0.6355, 0.9857, -0.8496], [0.2262, -1.7559, 0.9163], [-0.0941, -0.1449, 0.1078], [-0.0283, -0.0057, 0.0063], [-0.1408, -0.2003, -0.2277], [0.1658, 0.4299, 0.1769], [0.4549, -0.1516, -0.3063], [0.1696, -0.0482, 0.0748], [0.2411, 0.1922, -0.1784], [0.7808, 0.1480, -0.3807], [-0.4992, 0.3298, -0.5194], [0.3193, 0.6800, -0.0132], [0.3255, 0.0654, 1.3669], [-0.6345, -0.2119, -1.1865], [-0.1212, 0.3278, 0.0646], [-0.0480, -0.2302, -0.1723], [-0.4234, -0.2600, 0.1689], [0.2551, -0.1782, 0.3819], [-0.2426, -0.1962, 0.3057], [0.2733, -0.1416, 0.0643], [0.0315, -0.3756, 0.0094]]}

# 6
{"formula": "C4H12BrFeN2O2", "method": "ωB97M-V/def2-TZVPD", "total_energy_ha": -4256.5043, "e_lumo_ev": [-10.581, -12.333], "multiplicity": 6, "relative_energy_kcal_mol": 39.5, "total_charge": 2, "gap_ev": [6.11, 3.87], "largest_force_ha_per_bohr": 0.083, "s_squared": 8.76, "symbols": ["Fe", "Br", "C", "O", "N", "N", "H", "H", "H", "H", "C", "C", "C", "O", "H", "H", "H", "H", "H", "H", "H", "H"], "xyz": [[4.768, -0.339, -1.345], [3.867, 0.384, 0.875], [0.424, -2.012, 1.576], [1.227, -2.505, 0.819], [0.553, -0.822, 2.163], [-0.779, -2.405, 1.720], [-0.199, -0.320, 2.613], [1.431, -0.342, 2.029], [-1.282, -2.076, 2.531], [-1.026, -3.009, 0.949], [-1.444, 1.526, -0.078], [-0.517, 0.818, -1.079], [-0.808, 1.072, -2.624], [0.803, 1.165, -0.789], [-1.398, 0.936, 0.837], [-2.495, 1.429, -0.349], [-1.199, 2.557, 0.175], [-0.428, -0.259, -0.934], [-0.851, 2.148, -2.794], [-1.852, 0.821, -2.810], [-0.018, 0.703, -3.278], [1.227, 0.529, -0.208]], "forces_ev_per_angstrom": [[-0.7282, 0.6219, 2.3490], [0.9539, -0.7039, -2.4163], [1.1871, 0.9010, -1.0783], [1.6151, -0.0296, -0.8756], [2.3892, 3.3219, 0.9449], [-3.5517, -2.3205, 0.0367], [0.1932, -0.1757, 0.0004], [0.0054, -0.0588, 0.6009], [-0.7862, -0.7301, -0.6125], [-1.1015, -0.6097, 0.9089], [-1.0076, -0.1433, 1.0391], [1.2285, -1.7937, -1.6602], [-0.2025, 1.9330, 1.2649], [0.0027, 1.7701, -0.4609], [0.4411, -0.0063, 0.1578], [0.1328, 0.2257, -0.6650], [0.1364, -0.0645, -0.4843], [-1.3559, -0.2808, 0.3147], [0.3020, 0.2492, 0.0546], [0.2582, -0.8616, -0.1077], [-0.3901, -0.5543, 0.2294], [0.2782, -0.6899, 0.4596]]}